Molecular formula: C11H13NO4
Method: DFT, ωB97M-V with the def2-TZVPD basis set

The geometry in XYZ format:
```
29
Properties=species:S:1:pos:R:3:forces:R:3:nbo_charge:R:1
O 2.7359 -1.6376 0.0485 -0.4531 0.1624 -0.1738 -0.50
O -4.7887 -0.9157 1.1339 -0.0131 -0.1663 0.1170 -0.59
O -4.4151 1.1369 0.3476 -0.0110 0.7441 -0.1532 -0.70
O 3.8816 0.9798 0.2002 -0.3150 0.2144 0.1329 -0.49
N -1.6117 0.3260 -0.3504 -0.5216 0.1548 -0.0818 -0.61
C 4.6341 -0.1620 -0.1313 0.0552 -0.5407 -0.0178 -0.09
C 1.6809 1.8805 0.0383 0.0833 -0.2646 -0.0186 -0.21
C -2.2436 -0.8934 -0.7935 0.0785 -0.0546 -0.0783 -0.20
C 0.5976 -0.6581 -0.1880 -0.0633 0.0721 -0.0543 -0.35
C -3.7403 -0.6589 -1.0251 0.2027 0.0204 0.1992 -0.51
C 4.0359 -1.3996 0.5376 0.5033 0.3467 0.0676 -0.10
C 2.5213 0.7755 0.0764 0.0853 -0.1419 -0.0485 0.16
C 0.3211 1.7236 -0.1124 0.0127 0.0122 -0.0235 -0.26
C 1.9664 -0.5002 -0.0186 0.1895 0.1446 0.0625 0.32
C -4.3774 -0.1996 0.2648 -0.1247 -0.2977 -0.0109 0.80
C -0.2435 0.4496 -0.2402 0.4338 -0.0746 0.1327 0.18
H 4.0048 -1.2400 1.6245 0.0057 -0.0553 -0.1089 0.18
H -4.2060 -1.5934 -1.3359 -0.0146 0.0854 0.0427 0.24
H 5.6518 0.0228 0.2163 -0.0649 -0.0745 -0.0512 0.20
H -0.3201 2.5922 -0.1383 -0.0756 0.1086 0.0078 0.21
H -2.1191 -1.6611 -0.0214 -0.0303 -0.0289 -0.1349 0.20
H -3.8864 0.1039 -1.7904 0.0000 -0.0599 -0.0537 0.22
H -2.0938 1.1747 -0.6064 0.0604 -0.0667 0.0199 0.39
H 2.1216 2.8607 0.1245 0.0577 0.1341 -0.0025 0.22
H -4.7845 1.4155 1.2005 0.0272 -0.3106 -0.0389 0.50
H 4.6372 -0.3101 -1.2210 0.0288 0.0300 0.1045 0.18
H 4.6204 -2.2938 0.3146 -0.0075 0.0985 0.0441 0.20
H -1.7927 -1.2671 -1.7264 -0.0532 -0.0265 0.1182 0.19
H 0.2188 -1.6630 -0.2633 -0.0761 -0.1655 0.0015 0.22
```
Positions in Å, forces in eV/Å.

Summary:
**SMILES string**: O=C(O)CCNc1ccc2c(c1)OCCO2
**Kohn-Sham gap**: 8.1 eV
**F_max**: 0.0148 hartree/bohr
**E_tot**: -782.68749 Eh
**E_HOMO**: -7.403 eV
**LUMO energy**: 0.0248 Eh
**Relative energy (zero: lowest compared OMol25 entry of this formula, charge and spin)**: 27.9 kcal/mol